The following is a DFT calculation (the ωB97M-V functional and the def2-TZVPD basis) of 6 unconnected molecules or ions with the total composition C15H25Cl10N.

```
! RIJCOSX wB97M-V def2-TZVPD def2/J DEFGRID3
* xyz 0 1
C -0.189 0.501 2.453
C -0.459 -0.780 2.919
C -0.337 -1.033 4.276
N 0.070 -0.126 5.155
C 0.320 1.097 4.698
C 0.198 1.465 3.364
H -0.286 0.708 1.395
H -0.840 -1.505 2.211
H -0.566 -2.019 4.670
H 0.615 1.832 5.439
H 0.444 2.479 3.077
Cl -2.780 -2.724 -6.110
C -2.009 -2.677 -4.510
C -1.709 -1.272 -4.076
Cl -3.187 -0.384 -3.613
H -1.073 -3.227 -4.588
H -2.689 -3.155 -3.810
H -1.218 -0.700 -4.858
H -1.073 -1.288 -3.190
Cl 5.544 5.157 0.611
C 4.013 5.270 1.536
C 2.871 4.828 0.659
Cl 1.344 4.881 1.570
H 3.903 6.304 1.848
H 4.116 4.624 2.404
H 3.033 3.823 0.277
H 2.767 5.472 -0.212
Cl -2.800 -3.880 2.162
C -4.072 -3.582 0.950
C -4.159 -2.133 0.560
Cl -2.672 -1.587 -0.253
H -5.012 -3.919 1.378
H -3.830 -4.174 0.070
H -4.323 -1.474 1.411
H -4.980 -1.971 -0.138
Cl 0.646 -1.722 -0.372
C 1.950 -2.851 -0.818
C 3.131 -2.109 -1.385
Cl 2.771 -1.337 -2.947
H 1.561 -3.612 -1.487
H 2.277 -3.312 0.114
H 3.963 -2.797 -1.527
H 3.443 -1.331 -0.692
Cl -1.494 3.013 -1.195
C -0.543 1.539 -1.495
C 0.899 1.754 -1.105
Cl 1.676 2.984 -2.125
H -0.653 1.258 -2.542
H -1.006 0.735 -0.922
H 1.485 0.842 -1.162
H 0.918 2.115 -0.075
*
```

Results
* highest occupied orbital energy: -9.61 eV
* SMILES string: c1ccncc1.ClCCCl.ClCCCl.ClCCCl.ClCCCl.ClCCCl
* lowest unoccupied orbital energy: 0.23 eV